[1]
Molecular formula: C33H65N6O3S2
Method: DFT, ωB97M-V/def2-TZVPD

HOMO energy   -10.450 eV
LUMO energy   -4.3 eV
Electronic energy   -2646.2252 Eh

```
! wB97M-V def2-TZVPD RIJCOSX def2/J DEFGRID3
* xyz 1 1
C 5.843 1.163 2.447
C 6.980 0.955 1.270
C 6.319 0.465 -0.183
C 6.427 1.639 -1.325
C 5.303 1.544 -2.520
C 3.830 1.670 -1.811
C 2.802 2.731 -2.535
C 1.884 3.549 -1.404
N 0.568 2.845 -1.109
C -0.293 3.884 -0.426
C -1.093 3.362 0.906
C -2.190 4.546 1.317
C -3.575 3.803 1.794
C -4.741 3.748 0.643
C -4.254 3.180 -0.816
C -5.396 2.073 -1.304
C -5.172 0.665 -0.441
C 0.753 1.595 -0.277
S 1.820 1.426 1.050
S -0.238 0.031 -0.736
C 0.909 -1.448 -0.652
C 0.166 -2.874 -1.003
C -1.094 -3.258 -0.038
C -2.580 -3.137 -0.734
C -3.886 -2.907 0.287
C -5.301 -2.862 -0.553
C -5.334 -2.979 -2.175
N -4.063 -3.177 -2.905
N -2.914 -3.251 -2.192
H 5.451 0.115 2.810
H 6.313 1.705 3.384
H 4.970 1.844 2.030
H 7.760 0.137 1.589
H 7.495 2.010 1.056
H 5.214 0.143 0.078
H 6.882 -0.490 -0.626
H 6.405 2.707 -0.805
H 7.506 1.554 -1.821
H 5.371 0.486 -3.018
H 5.452 2.383 -3.345
H 4.019 2.073 -0.711
H 3.388 0.582 -1.727
H 2.101 2.202 -3.341
H 3.452 3.533 -3.125
H 1.635 4.598 -1.909
H 2.510 3.807 -0.438
H -1.002 4.397 -1.236
H 0.443 4.743 -0.060
H -0.382 3.252 1.829
H -1.725 2.388 0.749
H -2.451 5.258 0.426
H -1.703 5.197 2.188
H -3.285 2.744 2.242
H -4.017 4.423 2.714
H -5.585 3.026 1.046
H -5.246 4.812 0.467
H -4.260 4.030 -1.647
H -3.233 2.609 -0.814
H -6.441 2.584 -1.062
H -5.341 1.902 -2.466
H -4.478 -0.071 -1.061
H -6.186 0.077 -0.267
H -4.659 0.884 0.607
H 1.733 -1.299 -1.504
H 1.543 -1.518 0.358
H 0.992 -3.719 -0.831
H -0.052 -2.869 -2.151
H -0.967 -4.314 0.505
H -1.092 -2.467 0.857
H -3.776 -2.823 1.451
H -6.330 -2.741 0.018
H -6.360 -2.934 -2.784
H -2.052 -3.431 -2.797
C 1.925 -4.538 2.055
O 1.004 -3.761 1.837
N 1.789 -5.835 2.500
C 2.932 -6.693 2.735
C 0.461 -6.359 2.742
H 2.976 -4.241 1.903
H 2.851 -7.575 2.093
H 2.933 -7.003 3.784
H 3.868 -6.173 2.514
H -0.115 -6.310 1.813
H -0.034 -5.741 3.496
H 0.511 -7.395 3.089
C -1.975 3.234 5.224
O -2.896 4.011 5.006
N -2.111 1.936 5.670
C -0.968 1.079 5.904
C -3.439 1.412 5.911
H -0.924 3.531 5.073
H -1.049 0.197 5.262
H -0.967 0.769 6.954
H -0.032 1.599 5.683
H -4.015 1.462 4.982
H -3.934 2.031 6.666
H -3.389 0.377 6.259
C 0.587 -2.700 -4.644
O -0.227 -3.354 -4.003
N 0.304 -1.951 -5.766
C 1.325 -1.203 -6.470
C -1.057 -1.909 -6.258
H 1.650 -2.663 -4.356
H 1.052 -0.143 -6.469
H 1.382 -1.565 -7.501
H 2.302 -1.323 -5.993
H -1.707 -1.511 -5.473
H -1.379 -2.926 -6.500
H -1.127 -1.279 -7.149
*
```

[2]
Molecular formula: C33H66Cl2O23
Method: DFT, ωB97M-V/def2-TZVPD

HOMO energy   -10.415 eV
LUMO energy   0.5 eV
Energy above the lowest of the compared OMol25 structures with the same formula, charge and spin   0.0000 eV
SMILES   CCOC(=O)OC.CCOC(=O)OC.CCOC(=O)OC.CCOC(=O)OC.CCOC(=O)OC.CCOC(=O)OC.CCOC(=O)OC.CCOC(C)=O.ClCCl
Electronic energy   -3947.9898 Eh

```
! wB97M-V def2-TZVPD RIJCOSX def2/J DEFGRID3
* xyz 0 1
C -15.135 13.372 -9.835
Cl -15.530 15.056 -10.189
Cl -13.949 13.326 -8.520
H -16.020 12.835 -9.513
H -14.761 12.912 -10.742
C -17.432 10.815 -6.627
C -17.902 11.901 -7.585
O -18.385 11.307 -8.814
C -19.654 10.939 -8.841
O -20.450 11.098 -7.964
O -19.894 10.371 -10.015
C -21.244 10.021 -10.249
H -17.239 11.251 -5.645
H -16.520 10.331 -6.966
H -18.241 10.097 -6.486
H -17.019 12.451 -7.910
H -18.646 12.556 -7.145
H -21.507 9.094 -9.730
H -21.409 9.914 -11.314
H -21.940 10.758 -9.843
C -16.697 16.382 -6.505
C -16.217 14.939 -6.610
O -16.887 14.151 -5.647
C -16.213 13.692 -4.603
O -15.027 13.792 -4.455
O -17.075 13.081 -3.808
C -16.594 12.549 -2.578
H -17.782 16.433 -6.564
H -16.286 16.966 -7.331
H -16.309 16.807 -5.580
H -15.134 14.971 -6.539
H -16.452 14.532 -7.591
H -16.936 13.138 -1.730
H -15.503 12.522 -2.575
H -16.958 11.531 -2.461
C -12.268 10.215 -10.563
C -12.341 8.730 -10.319
O -12.206 8.052 -11.579
C -12.073 6.733 -11.514
O -11.913 6.086 -10.525
O -12.140 6.244 -12.748
C -11.860 4.854 -12.896
H -12.153 10.672 -9.580
H -13.145 10.513 -11.126
H -11.358 10.465 -11.108
H -13.306 8.469 -9.883
H -11.538 8.383 -9.670
H -11.594 4.701 -13.938
H -12.767 4.278 -12.695
H -11.061 4.505 -12.246
C -18.999 13.658 -11.432
C -19.809 12.521 -11.998
O -20.322 12.873 -13.284
C -20.805 11.894 -14.022
O -20.609 10.725 -13.840
O -21.523 12.427 -14.998
C -21.892 11.498 -16.034
H -18.425 13.262 -10.592
H -19.627 14.464 -11.057
H -18.294 13.998 -12.190
H -20.643 12.214 -11.358
H -19.184 11.629 -12.038
H -22.265 12.119 -16.841
H -22.655 10.824 -15.658
H -21.009 10.959 -16.365
C -10.952 12.578 -13.233
C -12.427 12.891 -13.395
O -13.141 11.642 -13.393
C -14.433 11.648 -13.714
O -15.125 12.613 -13.867
O -14.843 10.378 -13.791
C -16.099 10.166 -14.408
H -10.375 12.889 -14.111
H -10.759 11.513 -13.129
H -10.462 13.125 -12.427
H -12.619 13.408 -14.334
H -12.810 13.507 -12.579
H -16.357 9.116 -14.324
H -16.066 10.424 -15.468
H -16.867 10.760 -13.932
C -10.042 16.947 -7.902
C -10.752 16.097 -8.940
O -11.244 16.943 -9.976
C -11.832 16.326 -10.983
O -11.869 15.142 -11.157
O -12.363 17.242 -11.777
C -13.130 16.706 -12.840
H -9.467 17.722 -8.411
H -9.365 16.326 -7.322
H -10.742 17.437 -7.225
H -11.536 15.486 -8.485
H -10.052 15.381 -9.382
H -13.495 17.542 -13.423
H -13.948 16.106 -12.445
H -12.550 16.022 -13.465
C -10.057 6.823 -7.340
C -9.765 8.068 -6.557
O -10.860 8.956 -6.811
C -11.100 9.885 -5.893
O -10.412 10.134 -4.938
O -12.249 10.471 -6.217
C -12.522 11.737 -5.624
H -10.048 7.118 -8.402
H -11.062 6.417 -7.225
H -9.335 6.009 -7.320
H -8.838 8.531 -6.897
H -9.701 7.919 -5.479
H -11.799 12.471 -5.985
H -12.506 11.699 -4.535
H -13.517 12.068 -5.898
O -15.747 20.568 -10.546
C -15.782 19.577 -9.869
O -16.917 18.991 -9.457
C -18.163 19.534 -9.890
C -18.949 18.494 -10.642
C -14.587 18.845 -9.328
H -17.978 20.434 -10.481
H -18.716 19.900 -9.021
H -20.019 18.690 -10.672
H -18.844 17.544 -10.106
H -18.576 18.342 -11.654
H -14.789 17.777 -9.335
H -14.299 19.206 -8.344
H -13.751 19.035 -10.002
*
```